No. 1
This record from the Open Molecules 2025 dataset describes the molecule C16H18N6O. The level of theory is ωB97M-V/def2-TZVPD.

Each line ends with the Mulliken charge.
Geometry (Å):
C: -0.1708 -4.2448 -0.7807  -0.87
N: 0.1830 -3.2963 -1.8535  0.22
C: 0.3236 -3.6156 -3.1947  -0.35
C: 0.8945 -2.5221 -3.7593  -1.04
C: 0.8798 -1.4977 -2.7446  0.74
N: 1.2156 -0.1904 -2.9877  -0.06
C: 1.3100 0.8368 -2.0728  -0.36
O: 1.3156 1.9749 -2.5617  -0.65
C: 1.4088 0.7004 -0.6260  0.85
N: 2.4259 0.0975 -0.0153  -0.75
C: 2.0770 0.1633 1.3293  0.28
C: 2.8133 -0.2463 2.4341  -0.40
C: 2.3424 0.0752 3.6986  -0.42
C: 1.1134 0.7336 3.8283  -0.44
N: 0.3618 1.1141 2.7942  -0.40
C: 0.8731 0.8389 1.5555  0.35
N: 0.4673 1.2081 0.3170  0.41
C: -0.8712 1.7936 0.0017  0.03
C: -1.1492 3.1605 0.6660  -0.97
C: -2.6600 3.1252 0.7948  -0.65
C: -3.0650 1.6883 1.1234  -0.67
C: -2.0127 0.8567 0.3819  -0.78
N: 0.4318 -1.9611 -1.6151  -0.32
H: -1.0700 -4.7596 -1.0940  0.32
H: -0.3746 -3.7393 0.1706  0.29
H: 0.6294 -4.9835 -0.6563  0.30
H: 0.0759 -4.5412 -3.6851  0.43
H: 1.2365 -2.4643 -4.7886  0.33
H: 1.2819 0.0653 -3.9282  0.22
H: 3.7577 -0.7758 2.2329  0.42
H: 2.8861 -0.2219 4.5993  0.35
H: 0.7450 0.9111 4.8465  0.38
H: -0.9265 1.9042 -1.0829  0.52
H: -0.6885 3.2307 1.6127  0.42
H: -0.7638 4.0035 0.0482  0.31
H: -3.1321 3.3998 -0.1673  0.29
H: -3.0307 3.7907 1.5527  0.43
H: -4.1100 1.5006 0.8551  0.32
H: -3.0043 1.4971 2.1985  0.32
H: -1.6179 0.0408 1.0763  0.19
H: -2.4022 0.3489 -0.5037  0.40

The HOMO energy is -8.56 eV. The LUMO energy is 0.0163 Ha. As for the energy relative to the best compared isomer or geometry (same formula, charge and spin): 150.7 kJ/mol. As for the HOMO-LUMO gap: 9.0 eV.

No. 2
This record from the Open Molecules 2025 dataset describes a structure of composition C14H26EuN6O6. The level of theory is ωB97M-V/def2-TZVPD.

Each line ends with the Löwdin spin population.
Geometry (Å):
O: 2.8290 0.5635 -0.7480  0.39
H: 3.6367 -0.4199 -0.6482  0.10
Eu: 0.4285 0.5073 -1.1468  4.08
N: 0.5147 2.8343 -0.1061  0.24
N: 1.1665 1.0058 1.5423  0.11
N: -0.4242 -1.6721 -2.3912  -0.02
N: -0.0783 -1.7468 0.0766  0.00
O: 0.7044 2.9581 -1.3823  0.31
O: -0.5673 -1.4847 -3.6691  -0.01
O: 0.0317 -1.7741 1.4429  0.00
O: 1.6903 -0.0052 2.1813  0.31
C: 1.8068 2.2014 1.7373  0.03
C: 1.5678 3.1669 0.7200  -0.02
C: -0.9223 -2.7934 -1.8236  0.01
C: -0.6947 -2.8432 -0.4108  0.00
C: 2.5286 4.2270 0.3531  -0.01
H: 3.4260 3.7933 -0.1193  0.00
H: 2.8474 4.7827 1.2407  0.00
H: 2.0459 4.9106 -0.3530  0.00
C: 2.8370 2.3278 2.7998  0.00
H: 3.7104 1.6871 2.5764  0.00
H: 2.4224 2.0152 3.7732  0.00
H: 3.1828 3.3654 2.8928  0.00
C: -1.6255 -3.9003 -2.5303  0.00
C: -1.1351 -3.9966 0.4259  0.00
H: -1.6483 -3.7295 -3.6146  0.00
H: -2.6602 -3.9986 -2.1570  0.00
H: -1.1243 -4.8627 -2.3270  0.00
H: -0.7966 -3.8589 1.4572  0.00
H: -0.7045 -4.9261 0.0320  0.00
H: -2.2293 -4.1185 0.4156  0.00
H: 0.6845 -0.3629 -3.7140  0.00
H: 0.7444 -1.0403 1.6837  0.00
C: 4.2429 -1.5025 -0.4404  0.43
H: 5.2181 -1.5930 -0.9325  0.02
H: 3.5260 -2.2563 -0.8250  0.02
H: 4.3319 -1.5778 0.6458  0.02
O: 1.2524 0.3947 -3.3663  0.00
H: 3.1870 1.1069 -1.4806  0.00
H: 2.1738 0.0519 -3.4008  0.00
N: -5.5161 1.4136 1.7702  0.00
C: -4.3166 1.0819 1.2362  0.00
C: -3.1216 1.6665 1.7077  0.00
C: -1.9473 1.3978 1.0260  0.00
N: -1.8951 0.6321 -0.0840  -0.01
C: -3.0143 -0.0229 -0.4771  0.00
C: -4.2417 0.1590 0.1581  0.00
H: -5.5836 2.1084 2.5005  0.00
H: -6.3727 1.0311 1.4034  0.00
H: -3.1086 2.3500 2.5565  0.00
H: -0.9817 1.8113 1.3320  0.00
H: -2.9028 -0.7012 -1.3352  0.00
H: -5.1251 -0.3645 -0.2039  0.00

The HOMO energy (alpha / beta) is -9.97 / -9.98 eV. As for the charge: +1. As for the spin multiplicity: 7. The LUMO energy (alpha / beta) is -0.1462 / -0.2410 Ha. As for the energy relative to the best compared isomer or geometry (same formula, charge and spin): 21.5 kJ/mol. As for the expectation value of S²: 12.12. As for the HOMO-LUMO gap (alpha / beta): 6.0 / 3.4 eV.

No. 3
This record from the Open Molecules 2025 dataset describes a structure of composition C14H16Cl5MnN2O4. The level of theory is ωB97M-V/def2-TZVPD.

Each line ends with the Mulliken charge.
Geometry (Å):
Mn: -0.2928 0.0065 -0.2987  0.36
C: 0.0180 2.7664 3.4198  -0.92
N: 0.9148 1.6332 3.1636  0.09
C: 2.0436 1.4773 4.0860  -0.89
C: 0.7647 0.8850 2.1018  0.88
O: -0.1828 1.0609 1.2822  -0.63
C: 1.7303 -0.2516 1.8300  -0.70
O: 1.4070 -0.8331 0.5554  -0.33
C: 1.3426 -2.2615 0.5238  -0.92
C: -0.1285 -2.6641 0.5018  1.18
O: -0.9612 -1.7306 0.2798  -0.77
N: -0.5028 -3.9027 0.6670  0.06
C: -1.9212 -4.2836 0.6155  -0.95
C: 0.4295 -5.0159 0.8720  -0.95
H: -0.2895 2.7309 4.4624  0.34
H: 0.5502 3.6978 3.2293  0.37
H: -0.8514 2.7007 2.7764  0.31
H: 1.7155 1.7881 5.0744  0.31
H: 2.3610 0.4400 4.1546  0.37
H: 2.8802 2.1031 3.7759  0.33
H: 2.7630 0.0996 1.8045  0.48
H: 1.6359 -0.9974 2.6230  0.56
H: 1.8386 -2.5999 -0.3878  0.53
H: 1.8770 -2.6853 1.3730  0.58
H: -2.5437 -3.3991 0.6777  0.30
H: -2.1101 -4.8133 -0.3173  0.36
H: -2.1241 -4.9437 1.4560  0.35
H: 1.4612 -4.7053 0.7415  0.36
H: 0.2909 -5.4200 1.8734  0.36
H: 0.2090 -5.7886 0.1377  0.36
Cl: -1.9530 4.0408 -5.7254  -0.12
C: -1.1891 3.1658 -4.5064  0.55
C: -1.9858 2.4448 -3.5763  -0.35
Cl: -3.6827 2.4469 -3.6817  -0.15
C: -1.3413 1.7474 -2.5895  0.88
Cl: -2.2199 0.8078 -1.4107  -0.14
C: 0.0650 1.7114 -2.4679  0.12
O: 0.6266 1.0440 -1.5105  -0.64
C: 0.8481 2.4289 -3.4151  0.31
Cl: 2.5337 2.3699 -3.2629  -0.14
C: 0.2188 3.1507 -4.4172  0.01
Cl: 1.1422 4.0219 -5.5486  -0.12

The HOMO energy (alpha / beta) is -13.74 / -13.76 eV. As for the charge: +2. The LUMO energy (alpha / beta) is -0.3121 / -0.2890 Ha. As for the HOMO-LUMO gap (alpha / beta): 5.2 / 5.9 eV.

No. 4
This record from the Open Molecules 2025 dataset describes the molecule C3H9NO4. The level of theory is ωB97M-V/def2-TZVPD.

Each line ends with the Mulliken charge.
Geometry (Å):
N: 1.3790 1.0974 -1.0314  -0.63
C: 1.3077 0.1021 -0.0046  0.77
O: 1.1441 0.7269 1.2301  -0.60
O: 2.4650 -0.6481 0.0312  -0.54
O: 0.2410 -0.7941 -0.2207  -0.56
C: -1.1037 -0.1864 -0.7066  -0.49
C: -2.1393 -0.4817 0.3704  -0.29
O: -1.5123 -0.2425 1.6082  -0.58
H: 1.5242 0.6497 -1.9302  0.24
H: 2.1758 1.6976 -0.8412  0.25
H: 0.3399 1.2521 1.2296  0.37
H: 2.3657 -1.3509 0.6905  0.34
H: -1.3071 -0.7073 -1.6413  0.33
H: -0.9320 0.8862 -0.8142  0.36
H: -3.0256 0.1528 0.2597  0.31
H: -2.4108 -1.5474 0.3056  0.26
H: -0.5117 -0.6063 1.4650  0.44

The HOMO energy is -10.12 eV. The LUMO energy is 0.0289 Ha. As for the energy relative to the best compared isomer or geometry (same formula, charge and spin): 88.5 kJ/mol. As for the HOMO-LUMO gap: 10.9 eV.

No. 5
This record from the Open Molecules 2025 dataset describes the ion C33H64NO3 with charge +1. The level of theory is ωB97M-V/def2-TZVPD.

Each line ends with the Mulliken charge.
Geometry (Å):
C: 5.9609 1.8045 2.1402  -0.99
C: 5.3517 0.6923 1.1010  -0.27
C: 3.9598 1.1549 0.3419  -0.53
C: 3.1430 -0.1671 -0.1955  0.24
C: 1.5397 -0.1799 0.2758  1.43
C: 0.5037 -0.0528 -0.9877  2.23
C: -0.3496 -1.4091 -1.3310  0.61
C: 0.5502 -2.7496 -1.6101  -0.52
C: 1.4045 -2.7426 -3.0073  -0.69
C: 0.6958 -1.9602 -4.2599  -0.54
C: 1.5567 -0.5867 -4.6208  -0.24
C: 0.6598 0.5933 -5.3212  -0.95
C: -0.0378 1.6493 -4.2771  0.19
C: 0.9021 2.9436 -3.8797  -0.38
C: 0.0715 4.1124 -3.0202  -0.88
C: -0.3302 3.4271 -1.5862  0.79
C: -0.9578 4.4547 -0.4738  -0.66
C: -0.6273 3.7742 1.0150  0.06
C: -1.9466 3.1268 1.7438  -0.55
C: -1.9321 2.9178 3.3922  -0.48
N: -1.7541 1.5891 3.7859  0.05
C: -1.5850 0.8091 2.4914  -0.13
C: -1.5608 -0.8302 2.5314  1.27
C: -1.0263 -1.3674 4.0056  -0.84
C: -0.3282 -2.8507 3.9663  -0.87
C: 1.0076 -2.9677 3.0235  0.46
C: 1.9195 -4.3162 3.2869  -0.51
O: 3.3532 -3.9880 3.2661  -0.34
C: 4.0552 -4.6042 2.1298  -0.51
C: -2.4328 1.5971 1.3296  1.75
C: -4.0819 1.6336 1.5949  -0.86
C: -4.8670 0.3542 0.9253  -0.60
C: -4.6855 0.2660 -0.7193  -0.09
C: -4.4374 -1.3070 -1.2003  -0.17
O: -5.6645 -1.9795 -1.6552  -0.39
C: -6.3298 -2.5842 -0.4692  0.21
O: -5.8794 -3.6386 0.2156  -0.48
H: 6.8189 1.3597 2.8391  0.31
H: 6.4809 2.7171 1.5760  0.25
H: 5.1336 2.2561 2.8404  0.26
H: 6.1531 0.4828 0.2556  0.25
H: 5.1305 -0.2957 1.6900  0.20
H: 3.3258 1.8981 0.9868  0.18
H: 4.2996 1.7523 -0.6214  0.27
H: 3.1821 -0.1598 -1.3819  -0.03
H: 3.6286 -1.1269 0.2654  -0.05
H: 1.3031 -1.0575 1.0126  -1.25
H: 1.4128 0.8222 0.9117  -0.24
H: 1.1043 0.3609 -1.9062  -0.25
H: -0.2818 0.7827 -0.7001  -2.18
H: -1.0194 -1.6545 -0.3734  -0.07
H: -1.1111 -1.1334 -2.1813  -0.10
H: -0.1335 -3.7001 -1.4533  0.41
H: 1.3544 -2.7981 -0.7292  -0.13
H: 1.5090 -3.8843 -3.3392  0.43
H: 2.4758 -2.3165 -2.8079  0.24
H: -0.4557 -1.7826 -4.1549  0.21
H: 0.8278 -2.6676 -5.2128  0.37
H: 2.3602 -0.9211 -5.4366  0.41
H: 2.2128 -0.2087 -3.6982  0.00
H: -0.2122 0.1583 -6.0063  0.31
H: 1.3746 1.2013 -6.0513  0.32
H: -0.4874 1.0834 -3.3388  -0.42
H: -0.9844 2.0992 -4.8475  0.47
H: 1.1901 3.4627 -4.9145  0.39
H: 1.9119 2.6393 -3.3414  0.02
H: 0.8203 5.0192 -2.8825  0.34
H: -0.8398 4.5366 -3.6371  0.28
H: 0.6265 2.8682 -1.1902  -0.21
H: -1.1663 2.6234 -1.8171  -0.32
H: -2.1355 4.5304 -0.6294  0.31
H: -0.5346 5.5613 -0.5635  0.33
H: -0.2416 4.6728 1.6995  0.48
H: 0.2393 2.9860 0.9547  -0.34
H: -2.7970 3.9229 1.6213  0.59
H: -2.0569 3.7843 4.1846  0.37
H: -1.7410 1.2188 4.7759  0.34
H: -0.4619 1.0668 2.1806  -0.28
H: -0.7654 -1.2257 1.7470  -0.97
H: -2.5820 -1.3474 2.2700  0.26
H: -1.9914 -1.4591 4.6947  0.31
H: -0.3393 -0.5623 4.5162  0.35
H: 0.0315 -3.0758 5.0806  0.38
H: -1.0827 -3.7340 3.7022  0.24
H: 0.6355 -3.0433 1.8983  -0.21
H: 1.6410 -1.9826 3.1317  0.08
H: 1.6052 -5.1947 2.5665  0.32
H: 1.6799 -4.6935 4.3928  0.26
H: 5.1349 -4.9109 2.5366  0.24
H: 3.5762 -5.5922 1.7242  0.27
H: 4.2729 -3.8474 1.2381  0.13
H: -2.1372 1.4866 0.2025  -1.08
H: -4.3521 1.6485 2.7466  0.25
H: -4.5413 2.6205 1.1357  0.30
H: -6.0209 0.4436 1.2128  0.39
H: -4.4795 -0.6239 1.4603  0.23
H: -3.7612 0.8774 -1.1236  -0.12
H: -5.6392 0.7419 -1.2522  0.40
H: -4.0113 -1.8804 -0.2665  0.26
H: -3.5643 -1.3174 -2.0088  0.07
H: -7.3463 -2.1064 -0.1317  0.33

The HOMO energy is -11.63 eV. As for the charge: +1. The LUMO energy is -0.1676 Ha. As for the HOMO-LUMO gap: 7.1 eV.

No. 6
This record from the Open Molecules 2025 dataset describes a structure of composition C7H17N2O2. The level of theory is ωB97M-V/def2-TZVPD.

Each line ends with the Mulliken charge.
Geometry (Å):
C: -0.2220 0.4680 -2.0908  0.09
C: -1.3945 0.5010 -0.9460  0.32
C: 0.2385 -0.8481 0.0951  0.54
C: -0.4588 -0.3806 -3.3627  -1.18
C: -1.6590 1.7709 -0.2209  -1.49
C: 0.5516 -0.2474 3.3025  -1.07
C: 1.7041 -0.1427 2.2543  -0.29
N: 0.6401 -2.1569 0.3062  -0.46
N: 0.9880 0.1442 0.8993  -0.18
O: 0.9229 0.0738 -1.4067  -0.74
O: -1.1008 -0.6163 -0.1220  -0.43
H: 0.0023 1.5034 -2.4102  0.43
H: -2.3920 0.2491 -1.3834  0.46
H: 0.4729 -0.3527 -3.9372  0.37
H: -1.2851 0.2718 -3.8834  0.31
H: -0.8305 -1.4328 -3.1051  0.26
H: -0.7196 2.4756 -0.2345  0.33
H: -2.0568 1.7730 0.8265  0.33
H: -2.3322 2.2354 -0.9730  0.41
H: -0.2714 0.4450 3.1101  0.34
H: -0.0125 -1.3070 3.1897  0.25
H: 0.8950 -0.1546 4.2648  0.42
H: 2.1942 -1.1247 2.0527  0.32
H: 2.5658 0.5242 2.4284  0.38
H: 0.0202 -2.8012 -0.1552  0.28
H: 1.6372 -2.3087 0.2166  0.24
H: 1.5746 0.6276 0.0324  0.53
H: 0.3281 0.8106 1.2523  0.24

The HOMO energy is -13.52 eV. As for the charge: +1. The LUMO energy is -0.1040 Ha. As for the energy relative to the best compared isomer or geometry (same formula, charge and spin): 174.3 kJ/mol. As for the HOMO-LUMO gap: 10.7 eV.